Density functional theory data (wB97M-V/def2-TZVPD) for the molecule C21H29N3O2.

The HOMO-LUMO gap comes out at 8.86 eV. Its spin multiplicity is 1. As for the total charge: 0. The HOMO energy is -8.19 eV. The SMILES is O=C(NCCC1=CCCCC1)C1CCN(C(=O)Nc2ccccc2)CC1. Its energy relative to the best compared isomer or geometry (same formula, charge and spin) is 16.2 kcal/mol. The value obtained for the total energy is -1132.422609 Eh.

Atoms and positions in Å:
O: -1.930 -0.070 1.876
O: -0.911 0.567 -1.835
N: -2.978 0.652 -0.947
N: -1.537 -1.918 0.662
N: -1.284 1.915 -0.011
C: -3.396 -0.539 -1.648
C: -4.461 0.316 0.995
C: -0.101 -1.897 0.842
C: -4.023 1.252 -0.153
C: -1.661 1.017 -0.988
C: -4.096 -1.500 -0.665
C: 2.995 -2.683 -0.279
C: 2.486 -0.261 -0.175
C: 3.981 -0.048 -0.388
C: 0.573 2.621 1.341
C: -3.826 -1.062 0.778
C: 0.011 2.436 0.081
C: -2.339 -0.956 1.143
C: 4.765 -1.066 0.432
C: 0.632 -1.971 -0.502
C: 2.101 -1.705 -0.322
C: 4.465 -2.472 -0.078
C: 1.990 3.360 -0.914
C: 2.550 3.537 0.340
C: 0.725 2.818 -1.050
C: 1.835 3.168 1.467
H: -3.779 -2.529 -0.845
H: 0.203 -2.734 1.481
H: -5.177 -1.471 -0.820
H: 2.684 -3.712 -0.411
H: 4.220 -0.176 -1.445
H: 0.211 -1.219 -1.173
H: 0.134 -0.963 1.355
H: -2.499 -0.984 -2.083
H: -1.905 -2.629 0.051
H: 2.210 0.088 0.826
H: 4.848 -3.219 0.623
H: 2.542 3.648 -1.797
H: -4.871 1.430 -0.827
H: 2.264 3.302 2.449
H: 3.538 3.962 0.439
H: 4.251 0.970 -0.100
H: -4.272 -1.783 1.472
H: -1.713 1.746 0.893
H: 0.478 -2.960 -0.941
H: 0.015 2.320 2.217
H: 1.915 0.338 -0.887
H: -4.074 -0.271 -2.467
H: -4.127 0.705 1.957
H: 4.467 -0.987 1.479
H: 5.837 -0.867 0.370
H: -3.691 2.219 0.221
H: -5.547 0.229 1.019
H: 0.293 2.676 -2.027
H: 4.979 -2.637 -1.032